A molecular structure, CF3LuNNaO4S3 in a non-equilibrium geometry, computed with wB97M-V/def2-TZVPD.

Geometry as XYZ:
```
14
Properties=species:S:1:pos:R:3:nbo_charge:R:1
Na 1.3888 -2.2370 1.4104 0.8388
N -0.6992 -1.1396 1.2895 -1.2228
S -0.9947 -0.4507 0.0362 1.9581
O -0.3160 -0.6921 -1.3086 -1.1260
C -2.7799 -0.6696 -0.4906 0.7575
F -3.5771 -0.0206 0.3465 -0.2993
F -3.0247 -1.9777 -0.4435 -0.3084
F -2.9717 -0.2297 -1.7243 -0.3023
Lu 1.9421 -0.4212 -1.1521 1.2724
S 5.2469 1.6290 0.6988 0.2994
O 3.9178 1.4721 1.7978 -0.7056
S 1.0362 1.9223 0.4009 0.8272
O 1.7735 1.6090 -1.0000 -1.1032
O -0.9420 1.2058 0.1391 -0.8857
```

The LUMO energy (spin up / spin down) comes out at -2.9 / -1.5 eV. As for the HOMO energy (spin up / spin down): -6.5 / -7.4 eV. The value obtained for the HOMO-LUMO gap (spin up / spin down) is 3.604 / 5.879 eV.


A gas-phase ion, C5H7N2 (charge +1) in a non-equilibrium geometry, computed with wB97M-V/def2-TZVPD.

Geometry as XYZ:
```
14
Properties=species:S:1:pos:R:3:nbo_charge:R:1
C -1.4734 0.1617 0.3002 -0.6062
C -0.2688 0.2993 -0.6296 -0.5538
C 1.0411 0.6660 -0.1158 0.3998
N 2.0885 0.9215 -0.9050 -0.4469
C 3.0692 0.3783 -0.2542 0.4644
C 3.0598 -0.5542 0.8041 0.0814
N 4.1726 -0.3275 0.0964 -0.1315
H -2.1714 -0.6019 -0.1029 0.2528
H -1.9832 1.1303 0.5188 0.2543
H -0.9660 -0.3836 1.1138 0.2091
H -0.4257 0.6995 -1.7465 0.3050
H -0.0704 -0.6806 -1.0853 0.3206
H 1.2115 0.5814 0.9428 0.1850
H 2.8035 -0.9276 1.7438 0.2660
```

The LUMO energy comes out at -6.2 eV. As for the total charge: +1. As for the HOMO energy: -15.9 eV. The value obtained for the HOMO-LUMO gap is 9.685 eV. Its SMILES is CCC=[N+]=c1cn1.


2 unconnected molecules or ions with the total composition CH2N2O in a non-equilibrium geometry, computed with wB97M-V/def2-TZVPD.

Geometry as XYZ:
```
6
Properties=species:S:1:pos:R:3:nbo_charge:R:1
C -0.4994 0.0453 0.2068 0.4739
N 0.5911 0.7949 0.3157 -0.4896
N 0.5597 -0.6811 0.5327 -0.4903
O -2.6350 -0.0316 -0.4489 -0.2852
H 1.0116 1.2278 -0.5023 0.3941
H 0.9719 -1.3554 -0.1039 0.3971
```

The LUMO energy (spin up / spin down) comes out at -0.8 / -0.8 eV. As for the HOMO energy (spin up / spin down): -10.3 / -10.3 eV. The value obtained for the HOMO-LUMO gap (spin up / spin down) is 9.537 / 9.535 eV.


A molecular structure, C29H49ClCoNO2P in a non-equilibrium geometry, computed with wB97M-V/def2-TZVPD.

Geometry as XYZ:
```
84
Properties=species:S:1:pos:R:3:mulliken_spin:R:1
Co 1.7907 1.4623 2.3759 2.0131
P -0.3319 0.3873 -0.4510 -0.0464
Cl 1.8957 3.4929 1.6047 0.0296
C -1.8351 -0.5117 0.6214 0.5857
H -2.8217 -0.3749 0.1108 0.0682
H -1.8673 0.1321 1.5271 -0.0035
C 1.6450 0.7103 -0.6881 0.2710
C -0.9699 2.1307 -0.7630 0.1180
C 2.1626 0.8388 -2.1319 0.0251
H 1.6685 1.7025 -0.1986 0.0448
C 3.6438 1.2178 -2.2545 0.0390
H 2.0420 -0.1395 -2.6156 -0.0006
H 1.5863 1.5617 -2.7238 -0.0073
C 4.5714 0.3069 -1.4427 0.0016
H 3.9398 1.1757 -3.3093 -0.0063
H 3.8090 2.2612 -1.9538 -0.0054
C 4.0344 0.0944 -0.0198 -0.0167
H 4.6902 -0.6572 -1.9601 0.0013
H 5.5794 0.7466 -1.4055 -0.0004
C 2.5436 -0.2612 0.0740 -0.0240
H 4.6134 -0.6971 0.4593 0.0023
H 4.2364 1.0038 0.5590 -0.0125
H 2.4062 -1.2522 -0.3830 0.0181
H 2.2690 -0.3512 1.1456 0.0418
C -0.7325 -0.5769 -1.9988 0.0322
C -2.4444 2.0942 -1.1672 -0.0050
H -0.8532 2.5353 0.2627 0.0070
C -3.0851 3.4835 -1.1009 0.0050
H -2.5336 1.7215 -2.1988 -0.0067
H -3.0043 1.3992 -0.5336 -0.0075
C -2.3618 4.5056 -1.9880 -0.0005
H -4.1358 3.4200 -1.4043 -0.0017
H -3.0623 3.8353 -0.0592 0.0005
C -0.8369 4.5009 -1.7809 0.0020
H -2.5856 4.3043 -3.0478 0.0000
H -2.7463 5.5149 -1.7886 0.0000
C -0.1997 3.0981 -1.6957 0.0063
H -0.3626 5.0662 -2.5971 -0.0002
H -0.5946 5.0490 -0.8571 -0.0001
H -0.1488 2.6902 -2.7190 -0.0022
H 0.8382 3.2274 -1.3591 0.0018
C 0.0565 -1.8946 -2.0428 0.0601
H -1.7956 -0.8436 -1.8529 -0.0099
C -0.6502 -2.8552 -2.9956 0.0087
H 1.0969 -1.7442 -2.3668 -0.0064
H 0.1189 -2.3529 -1.0474 0.0094
C -0.8880 -2.2377 -4.3834 0.0019
H -0.0645 -3.7774 -3.0931 -0.0006
H -1.6148 -3.1319 -2.5492 0.0014
C -1.4541 -0.8040 -4.3401 0.0019
H 0.0685 -2.2207 -4.9247 0.0003
H -1.5641 -2.8830 -4.9617 -0.0003
C -0.6810 0.0958 -3.3797 -0.0216
H -1.4569 -0.3769 -5.3498 0.0002
H -2.4996 -0.8432 -4.0083 -0.0002
H 0.3442 0.2136 -3.7472 -0.0005
H -1.1184 1.0991 -3.3671 -0.0087
C -0.1406 -2.2204 1.2862 0.6367
C -1.5933 -1.9423 0.9618 -0.2070
H 0.6201 -1.5414 0.8749 0.1679
C -2.6236 -2.4083 2.0445 -0.0095
H -1.8028 -2.5580 0.0652 0.0792
C -2.0108 -2.8737 3.3585 0.0834
H -3.3128 -1.5774 2.2407 0.0145
H -3.1911 -3.2483 1.6099 -0.0132
C -0.8308 -3.8145 3.1744 -0.0269
H -1.7075 -2.0051 3.9602 -0.0236
H -2.7960 -3.3728 3.9315 0.0008
C 0.2442 -3.2374 2.2276 -0.0012
H -0.3550 -4.0227 4.1392 0.0022
H -1.1851 -4.7790 2.7858 0.0008
H 1.0565 -2.7960 2.8055 0.0325
H 0.7016 -4.0566 1.6648 0.0397
O -1.3708 0.5595 3.8724 0.0077
C -0.2478 0.4904 4.3616 0.0055
C 0.0870 0.3117 5.8381 0.0065
C 1.5117 -0.2155 5.8396 -0.0087
C 1.8100 -0.4177 4.3718 0.0089
O 2.5977 -1.2200 3.8752 0.0070
N 0.9582 0.4178 3.6342 -0.0065
H 0.0265 1.2756 6.3677 0.0011
H -0.6149 -0.3919 6.3199 -0.0002
H 2.2107 0.5222 6.2798 -0.0007
H 1.6086 -1.1699 6.3754 -0.0001
```

The LUMO energy (spin up / spin down) comes out at 2.8 / 2.8 eV. As for the total charge: -1. As for the HOMO energy (spin up / spin down): -2.1 / -3.8 eV. Its spin multiplicity is 5. The value obtained for the HOMO-LUMO gap (spin up / spin down) is 4.869 / 6.602 eV.


A single C4H6O2 molecule, computed with wB97M-V/def2-TZVPD.

Geometry as XYZ:
```
12
Properties=species:S:1:pos:R:3:nbo_charge:R:1
O 1.8988 -0.3680 0.8565 -0.6504
C 1.1104 -1.1369 0.1329 0.2557
C 0.0736 -0.3252 -0.5641 -0.4461
C -1.2585 -0.3942 0.2286 -0.0254
O -1.2958 1.0271 0.3707 -0.5308
C -0.0973 1.1927 -0.4029 -0.0665
H 2.4840 -1.0140 1.2742 0.5058
H -0.0001 -0.7223 -1.5798 0.2356
H -2.1092 -0.7863 -0.3398 0.1804
H -1.2085 -0.9060 1.1995 0.1794
H 0.6918 1.6996 0.1622 0.1852
H -0.2892 1.7335 -1.3380 0.1771
```

The LUMO energy comes out at 0.8 eV. As for the HOMO energy: -8.7 eV. The value obtained for the HOMO-LUMO gap is 9.524 eV.


2 unconnected molecules or ions with the total composition C4H7NO2, computed with wB97M-V/def2-TZVPD.

Geometry as XYZ:
```
14
Properties=species:S:1:pos:R:3:nbo_charge:R:1
O 0.7379 0.7093 1.5446 -0.5523
C 1.3411 0.2927 0.5921 0.6831
C 1.8526 -0.8012 -0.2371 -0.3380
N 2.1342 0.6642 -0.4447 -0.6257
H 1.2505 -1.2584 -1.0166 0.2383
H 2.6313 -1.4269 0.1994 0.2019
H 3.0539 1.0734 -0.3264 0.3936
C -1.9228 0.7482 -0.1368 -0.7314
C -1.7579 -0.7295 0.0712 0.4567
O -1.1087 -1.4550 -0.6481 -0.5491
H -1.6994 1.2803 0.7933 0.2501
H -2.9646 0.9613 -0.4070 0.2349
H -1.2588 1.0924 -0.9336 0.2305
H -2.2894 -1.1509 0.9498 0.1073
```

The LUMO energy comes out at 0.9 eV. As for the HOMO energy: -9.8 eV. The value obtained for the HOMO-LUMO gap is 10.711 eV. Its SMILES is O=C1CN1.CC=O.


A single C4H8N2O molecule in a non-equilibrium geometry, computed with wB97M-V/def2-TZVPD.

Geometry as XYZ:
```
15
Properties=species:S:1:pos:R:3:nbo_charge:R:1
C -0.4765 1.6496 -1.9896 -0.4245
N -0.0780 0.8523 -0.8723 -0.4822
C -0.2384 -0.3892 -0.9473 0.2749
N -0.0673 -1.3956 -0.0305 -0.5847
C 0.1158 -1.1807 1.2111 0.6550
C 0.6731 0.0841 1.8062 -0.7115
O 0.0509 -2.2539 2.0728 -0.6761
H -1.6876 1.4427 -2.0862 0.1857
H -0.4126 2.8278 -1.8425 0.2061
H -0.0598 1.3905 -2.9111 0.1886
H -0.3401 -0.8610 -1.9595 0.1256
H -0.0288 0.8382 2.2104 0.2545
H 1.3167 0.4346 1.0338 0.2581
H 1.1664 -0.3694 2.7177 0.2340
H 0.0662 -3.0698 1.5870 0.4964
```

The LUMO energy comes out at 0.7 eV. As for the HOMO energy: -9.3 eV. The value obtained for the HOMO-LUMO gap is 10.036 eV. Its SMILES is C/N=C/N=C(\C)O.


A molecular structure, C11H28N2NiP2 in a non-equilibrium geometry, computed with wB97M-V/def2-TZVPD.

Geometry as XYZ:
```
44
Properties=species:S:1:pos:R:3:mulliken_spin:R:1
Ni -0.0742 -0.0021 -0.0915 1.3417
H 1.1752 0.4482 0.7796 0.0468
H 1.1562 -0.4477 0.7870 0.0160
P -0.0035 2.3125 -0.4353 0.0360
P -0.1040 -2.3096 -0.4145 0.0202
C -1.3995 -3.2710 0.4917 0.0175
H -1.4038 -4.3317 0.2044 0.0020
H -1.2228 -3.1876 1.5735 -0.0001
H -2.3781 -2.8246 0.2779 0.0003
C -0.4647 -2.7293 -2.1641 0.0247
H 0.3125 -2.2815 -2.7981 -0.0070
H -0.4977 -3.8184 -2.3260 0.0055
H -1.4300 -2.2850 -2.4415 -0.0147
C 1.4156 -3.3072 -0.0818 0.0198
H 1.6628 -3.2561 0.9888 0.0019
H 1.2860 -4.3640 -0.3719 0.0037
H 2.2506 -2.8739 -0.6499 -0.0034
C -0.5132 2.7406 -2.1397 0.0135
H -0.4751 3.8269 -2.3153 0.0057
H 0.1537 2.2249 -2.8429 -0.0026
H -1.5352 2.3749 -2.3046 -0.0156
C -1.1232 3.3705 0.5915 0.0118
H -0.8393 3.2891 1.6511 0.0039
H -1.0818 4.4237 0.2898 0.0030
H -2.1471 2.9934 0.4917 0.0009
C 1.6134 3.1967 -0.2713 0.0174
H 2.3483 2.6979 -0.9178 -0.0031
H 1.5266 4.2566 -0.5645 0.0053
H 1.9646 3.1361 0.7653 -0.0004
H 1.0488 -0.0212 -1.3345 0.2920
H -1.1932 0.0114 -1.1010 0.1983
N -0.4191 -1.8405 2.9142 0.0064
C -0.7840 -0.5389 3.0041 0.0032
C -1.1797 -0.1326 4.3012 0.0025
C -0.9465 1.1554 4.7434 -0.0019
C -0.2230 1.9645 3.8535 0.0016
C 0.0394 1.5066 2.6099 0.0276
N -0.4597 0.3817 2.0824 -0.0731
H 0.3415 -2.0836 2.3037 -0.0022
H -0.6075 -2.4788 3.6954 0.0000
H -1.4855 -0.8662 5.0347 0.0009
H -1.1729 1.4631 5.7430 -0.0008
H 0.1327 2.9279 4.2212 -0.0005
H 0.7422 2.1823 2.0294 -0.0046
```

The LUMO energy (spin up / spin down) comes out at 0.5 / 0.5 eV. As for the HOMO energy (spin up / spin down): -5.1 / -7.9 eV. Its spin multiplicity is 3. The value obtained for the HOMO-LUMO gap (spin up / spin down) is 5.587 / 8.416 eV.


> Number 2 is which compound?

C5H7N2


Copy entry 8 word for word.
A molecular structure, C11H28N2NiP2 in a non-equilibrium geometry, computed with wB97M-V/def2-TZVPD.

Geometry as XYZ:
```
44
Properties=species:S:1:pos:R:3:mulliken_spin:R:1
Ni -0.0742 -0.0021 -0.0915 1.3417
H 1.1752 0.4482 0.7796 0.0468
H 1.1562 -0.4477 0.7870 0.0160
P -0.0035 2.3125 -0.4353 0.0360
P -0.1040 -2.3096 -0.4145 0.0202
C -1.3995 -3.2710 0.4917 0.0175
H -1.4038 -4.3317 0.2044 0.0020
H -1.2228 -3.1876 1.5735 -0.0001
H -2.3781 -2.8246 0.2779 0.0003
C -0.4647 -2.7293 -2.1641 0.0247
H 0.3125 -2.2815 -2.7981 -0.0070
H -0.4977 -3.8184 -2.3260 0.0055
H -1.4300 -2.2850 -2.4415 -0.0147
C 1.4156 -3.3072 -0.0818 0.0198
H 1.6628 -3.2561 0.9888 0.0019
H 1.2860 -4.3640 -0.3719 0.0037
H 2.2506 -2.8739 -0.6499 -0.0034
C -0.5132 2.7406 -2.1397 0.0135
H -0.4751 3.8269 -2.3153 0.0057
H 0.1537 2.2249 -2.8429 -0.0026
H -1.5352 2.3749 -2.3046 -0.0156
C -1.1232 3.3705 0.5915 0.0118
H -0.8393 3.2891 1.6511 0.0039
H -1.0818 4.4237 0.2898 0.0030
H -2.1471 2.9934 0.4917 0.0009
C 1.6134 3.1967 -0.2713 0.0174
H 2.3483 2.6979 -0.9178 -0.0031
H 1.5266 4.2566 -0.5645 0.0053
H 1.9646 3.1361 0.7653 -0.0004
H 1.0488 -0.0212 -1.3345 0.2920
H -1.1932 0.0114 -1.1010 0.1983
N -0.4191 -1.8405 2.9142 0.0064
C -0.7840 -0.5389 3.0041 0.0032
C -1.1797 -0.1326 4.3012 0.0025
C -0.9465 1.1554 4.7434 -0.0019
C -0.2230 1.9645 3.8535 0.0016
C 0.0394 1.5066 2.6099 0.0276
N -0.4597 0.3817 2.0824 -0.0731
H 0.3415 -2.0836 2.3037 -0.0022
H -0.6075 -2.4788 3.6954 0.0000
H -1.4855 -0.8662 5.0347 0.0009
H -1.1729 1.4631 5.7430 -0.0008
H 0.1327 2.9279 4.2212 -0.0005
H 0.7422 2.1823 2.0294 -0.0046
```

The LUMO energy (spin up / spin down) comes out at 0.5 / 0.5 eV. As for the HOMO energy (spin up / spin down): -5.1 / -7.9 eV. Its spin multiplicity is 3. The value obtained for the HOMO-LUMO gap (spin up / spin down) is 5.587 / 8.416 eV.